*A*
{
  "formula": "C5H16N2O2",
  "method": "the ωB97M-V functional and the def2-TZVPD basis",
  "symbols": ["C", "C", "N", "O", "O", "H", "H", "H", "H", "H", "H", "H", "C", "C", "C", "N", "H", "H", "H", "H", "H", "H", "H", "H", "H"],
  "positions_angstrom": [[-1.5687, -0.1349, 1.0905], [-1.5524, 0.3895, -1.1647], [-2.9365, -0.1352, 1.3273], [-0.9495, -1.2430, 1.0693], [-1.6499, -0.9823, -1.5863], [0.5449, -0.9226, 0.3427], [-1.5537, -1.5175, -0.7760], [-1.0886, 0.7850, 1.4286], [-3.4106, 0.7262, 1.0977], [-3.4078, -0.9484, 0.9533], [-0.9962, 0.9258, -1.9531], [-2.5417, 0.8597, -1.1191], [2.1190, 0.4941, 0.2771], [1.4730, -1.0719, -1.5466], [1.6289, 1.2407, 1.5080], [1.0416, -0.3050, -0.3559], [0.1640, 0.2918, -0.6016], [2.9308, -0.1899, 0.5353], [2.4988, 1.1890, -0.4753], [2.2085, -1.8221, -1.2550], [1.9177, -0.3901, -2.2714], [0.5923, -1.5374, -1.9825], [1.2214, 0.5519, 2.2493], [2.4590, 1.7827, 1.9627], [0.8557, 1.9640, 1.2456]],
  "total_charge": 0
}

*B*
{
  "formula": "C5H16N2O2",
  "method": "the ωB97M-V functional and the def2-TZVPD basis",
  "symbols": ["C", "C", "C", "C", "N", "C", "N", "H", "H", "H", "H", "H", "H", "H", "H", "H", "H", "H", "H", "H", "H", "O", "H", "H", "O"],
  "positions_angstrom": [[-0.5438, 0.9389, -2.4956], [-0.5295, 1.4428, -1.0286], [-0.5698, 0.2685, -0.0853], [0.2331, 0.2700, 0.9843], [0.5215, -0.7898, 1.8358], [-0.0991, -2.1010, 1.6879], [0.6259, 0.1813, -2.9358], [-1.4655, 0.3558, -2.5552], [-0.6904, 1.7342, -3.2250], [0.2879, 2.1381, -0.8445], [-1.4838, 1.9904, -1.0342], [-1.1792, -0.5237, -0.4961], [0.7655, 1.1831, 1.2214], [0.8005, -0.4673, 2.7422], [-0.3106, -2.4534, 2.6826], [-0.9100, -2.0783, 0.9754], [0.6590, -2.7236, 1.2024], [1.4086, 0.8268, -2.8103], [0.8807, -0.5138, -2.2363], [2.5740, 0.0040, -0.3784], [3.5111, 0.2455, 0.6467], [3.3069, -0.4819, 0.0380], [-1.8284, 0.0666, 2.1057], [-3.2206, 0.6471, 2.0894], [-2.7440, -0.1604, 1.9135]],
  "total_charge": 0,
  "smiles": "CN/C=C/CCN.O.O"
}

Most stable to least stable, the ends of the list are *B* and *A*.

*A*
{
  "formula": "C2H10O5",
  "method": "the ωB97M-V functional and the def2-TZVPD basis",
  "symbols": ["O", "C", "O", "C", "H", "H", "H", "H", "H", "H", "O", "H", "H", "O", "H", "H", "O"],
  "positions_angstrom": [[-0.8083, 1.0157, 0.1813], [-1.6787, 0.4166, 0.7685], [-2.8953, 0.2125, 0.2533], [-1.4092, -0.2085, 2.1355], [-2.9444, 0.6265, -0.6196], [-0.7287, 0.4483, 2.6434], [-0.9229, -1.1215, 1.7269], [-2.2829, -0.5247, 2.6899], [1.9962, 0.9395, -1.0351], [1.6359, -0.2026, -0.0105], [2.3456, 0.2431, -0.4665], [2.2473, -2.1114, -1.2713], [2.4611, -2.3755, 0.3003], [2.2426, -2.7527, -0.5470], [-0.2118, 1.1755, -2.0872], [0.3706, 2.5832, -2.3004], [0.5831, 1.6359, -2.3616]],
  "total_charge": 0,
  "smiles": "CC(=O)O.O.O.O"
}

*B*
{
  "formula": "C2H10O5",
  "method": "the ωB97M-V functional and the def2-TZVPD basis",
  "symbols": ["O", "C", "O", "C", "H", "H", "H", "H", "H", "H", "O", "H", "H", "O", "H", "H", "O"],
  "positions_angstrom": [[1.7163, -0.6222, 0.8984], [1.7003, -0.2435, -0.2520], [0.7743, -0.7182, -1.1007], [2.5607, 0.7948, -0.8535], [0.1638, -1.2638, -0.5580], [3.5621, 0.7438, -0.4282], [2.1760, 1.7682, -0.5605], [2.5627, 0.8253, -1.9446], [-3.6066, 0.1758, 1.1636], [-2.7666, -0.0354, -0.1644], [-3.3945, 0.5222, 0.2966], [0.0934, 0.9928, 1.2533], [-0.9590, 1.9669, 0.7533], [-0.0953, 1.9390, 1.1821], [-1.1909, -2.5598, 0.8116], [-1.9790, -2.3068, -0.5538], [-1.3176, -1.9791, 0.0569]],
  "total_charge": 0,
  "smiles": "CC(=O)O.O.O.O"
}

Most stable to least stable, the ends of the list are *B* and *A*.